Entry from OMol25: a structure of composition C37H71Br2F20N7O6P2SbSi in a non-equilibrium geometry (ωB97M-V with the def2-TZVPD basis set).

Geometry as XYZ:
```
147
Properties=species:S:1:pos:R:3:forces:R:3:mulliken_charge:R:1
C 0.650213 -6.663109 2.822006 -0.14 0.00 0.79 -0.926
N -0.515489 -5.781320 2.814390 -0.13 -0.25 -0.33 0.013
C -0.943055 -5.323667 1.463488 0.11 -0.40 0.48 -1.920
Sb -1.134912 -3.122534 1.182429 0.54 -1.37 0.79 1.426
C -1.321124 -2.900024 3.380238 -0.45 0.17 0.21 -0.998
C -2.497464 -3.596987 4.041016 0.88 0.13 1.00 -1.191
O -3.586289 -2.692533 4.165139 -0.23 -0.27 -0.62 -0.128
C -4.709601 -3.287789 4.736697 0.18 0.38 0.38 -0.696
C -5.856009 -2.308987 4.576349 0.88 0.35 -0.80 0.907
F -5.600320 -1.172007 5.250268 -0.29 -0.06 0.46 -0.281
F -7.022872 -2.814784 4.991063 -0.12 -0.02 0.23 -0.300
F -5.980038 -1.942026 3.298742 -0.39 -0.17 -0.14 -0.202
C 1.046759 -2.737784 1.420513 0.17 -0.07 -0.06 -1.529
C 2.022612 -3.833710 1.019127 0.70 0.65 0.04 -0.078
O 2.909310 -4.146504 2.127216 -0.21 -0.20 -0.47 -0.545
Si 4.234071 -5.034280 1.705252 0.94 -0.61 0.73 0.734
C 3.875332 -6.813994 1.243508 0.17 0.06 -0.27 -1.105
C 5.282946 -4.257894 0.358407 -0.87 0.35 -0.14 -1.135
C 5.305692 -5.098891 3.254949 -0.52 0.60 -0.05 -1.213
C -3.359383 -3.317831 1.108133 -0.21 1.16 -0.71 -1.574
O -3.921018 -3.288202 -0.248254 0.59 -0.70 -0.01 -0.257
C -5.127237 -3.856735 -0.327415 -0.61 0.06 -0.04 0.765
C -5.294316 -4.890832 -1.399789 -0.12 -0.06 -0.49 -0.989
O -6.039700 -3.584261 0.408275 -0.15 0.05 0.52 -0.584
C -1.008742 -3.364654 -1.061772 0.77 -0.21 -0.12 -1.296
Br -1.707975 -5.079205 -1.767679 -0.73 0.34 0.35 -0.188
C 0.371356 -3.086508 -1.737002 -1.50 -0.01 -1.66 0.464
C 0.092026 -2.382378 -3.079575 0.36 0.56 0.61 -1.642
Br 1.276224 -4.743077 -2.257967 1.29 0.21 0.32 -0.185
C -1.329565 -0.873905 0.711828 -0.86 -0.30 -0.18 0.096
F -0.466621 -0.472106 -0.286380 0.41 0.03 0.38 -0.258
F -2.567184 -0.730915 0.099714 -0.09 -0.09 0.27 -0.387
C -1.376257 0.236511 1.782589 -0.67 2.13 -1.81 0.735
F -2.402232 0.132934 2.628290 0.47 -0.92 0.51 -0.301
F -1.709812 1.395796 1.053489 0.34 0.06 0.00 -0.288
C -0.084592 0.719419 2.449769 1.03 -0.67 0.66 0.673
F 0.394777 -0.184268 3.325435 -0.51 -0.14 0.14 -0.370
F 0.912140 0.848604 1.535809 -0.34 0.27 -0.34 -0.352
C -0.167322 2.102132 3.195804 0.05 -0.25 0.81 0.530
F 0.306202 1.917341 4.451730 0.34 -0.16 -0.13 -0.354
F -1.412956 2.555597 3.381136 -0.12 0.05 -0.60 -0.239
C 0.732290 3.254248 2.637184 -0.56 1.00 0.84 0.358
F 0.506594 4.258765 3.538438 -0.34 0.01 -0.06 -0.337
F 2.033800 2.993839 2.767678 0.04 -0.53 -0.52 -0.280
C 0.390490 3.921184 1.267177 0.42 0.36 -0.39 0.797
F -0.929425 4.017703 1.080637 -0.10 -0.37 0.22 -0.270
F 0.842903 5.204198 1.364223 0.31 -0.10 0.08 -0.340
C 1.033547 3.377099 -0.041998 0.07 -0.05 -0.71 0.735
F 0.294396 2.410328 -0.589807 -0.36 0.01 0.30 -0.265
F 2.274026 2.890584 0.120459 0.09 0.20 0.42 -0.323
C 1.143465 4.497475 -1.134934 0.16 -1.03 -0.64 0.605
F 0.023155 5.193767 -1.241222 -0.07 0.50 0.24 -0.238
F 1.321091 3.867224 -2.304327 0.05 -0.06 -0.15 -0.241
F 2.203012 5.272583 -0.969594 -0.13 0.47 0.38 -0.254
H 0.495380 -7.425609 3.591291 0.01 -0.06 0.02 0.417
H 1.533747 -6.114445 3.147027 0.20 0.04 -0.42 0.166
H 0.822397 -7.202634 1.885635 0.08 0.18 -0.16 0.332
H -1.276874 -6.322322 3.196619 -0.10 0.11 0.07 0.275
H -1.935187 -5.740139 1.275243 -0.09 0.12 -0.16 0.836
H -0.300403 -5.812360 0.728939 0.04 0.26 -0.23 0.592
H -0.418256 -3.339844 3.796998 0.10 -0.14 -0.22 0.595
H -1.355386 -1.883825 3.776635 0.06 0.16 -0.30 0.295
H -2.176632 -3.843754 5.067185 -0.11 -0.19 0.04 0.744
H -2.762767 -4.557226 3.588280 -0.36 0.16 -0.29 0.290
H -4.540973 -3.408699 5.814681 -0.18 -0.33 0.04 0.293
H -4.964528 -4.241127 4.267463 -0.11 -0.03 -0.02 0.311
H 1.220098 -2.544780 2.478647 -0.24 -0.13 0.12 0.841
H 1.356415 -1.814022 0.928413 -0.20 0.07 -0.11 0.708
H 1.592526 -4.748065 0.610439 -0.24 -0.07 0.26 -0.114
H 2.674537 -3.429015 0.236585 -0.16 -0.12 -0.27 0.320
H 4.852161 -7.289599 1.109197 0.06 0.00 -0.03 0.400
H 3.347635 -6.925433 0.295682 -0.17 -0.02 0.03 0.290
H 3.366566 -7.372637 2.026207 -0.17 0.06 0.02 0.308
H 4.782773 -4.373755 -0.605690 0.17 -0.08 -0.14 0.268
H 6.290846 -4.659918 0.302500 0.04 -0.09 0.04 0.401
H 5.324377 -3.179956 0.532062 0.21 0.04 0.05 0.309
H 6.367642 -5.124355 3.018768 0.07 -0.27 0.03 0.334
H 5.124328 -4.157041 3.780376 0.07 0.02 0.10 0.309
H 5.014058 -5.897344 3.934666 0.16 -0.15 0.00 0.300
H -3.700351 -4.241758 1.569085 0.09 -0.02 0.21 0.823
H -3.765629 -2.452916 1.627360 -0.08 -0.14 0.30 0.452
H -6.306805 -5.282160 -1.376897 -0.10 0.09 0.15 0.334
H -4.599306 -5.714648 -1.254672 0.21 0.11 -0.05 0.176
H -5.131878 -4.461141 -2.387563 0.29 -0.01 -0.02 0.293
H -1.707844 -2.653048 -1.489318 -0.09 0.05 0.09 0.980
H 1.051666 -2.431723 -1.206971 0.03 -0.43 0.60 0.096
H -0.366471 -3.052292 -3.799620 0.01 -0.02 -0.09 0.349
H 1.018770 -1.939194 -3.445918 0.04 -0.24 -0.38 0.465
H -0.578889 -1.547224 -2.869442 -0.08 0.03 -0.09 0.434
O 4.584624 -2.376948 -4.752313 3.34 -0.59 -0.25 -0.716
P 4.801212 -1.790175 -6.106969 -5.06 2.10 -1.79 0.421
N 4.461072 -0.121890 -5.832965 -0.43 -0.34 -0.08 0.332
C 3.434020 0.745253 -6.361611 0.05 0.17 -0.31 -0.955
C 5.338782 0.544151 -4.889678 0.36 -0.25 0.02 -1.135
N 3.586910 -2.654582 -6.996331 -0.38 0.12 -0.22 0.181
C 2.364288 -2.054760 -7.510268 0.05 0.21 -0.18 -1.091
C 3.277729 -3.971697 -6.432627 0.12 -0.03 0.38 -1.051
N 5.808063 -1.581556 -7.509371 2.40 -1.90 2.00 0.219
C 7.241122 -1.761215 -7.276197 0.03 0.02 0.11 -0.978
C 5.560759 -0.607846 -8.534162 -0.40 0.43 0.00 -0.864
H 3.872597 1.583648 -6.923334 -0.02 0.03 0.05 0.318
H 2.823832 1.171998 -5.556360 0.04 -0.03 0.04 0.260
H 2.755232 0.238081 -7.037501 0.14 0.00 0.03 0.309
H 6.210039 0.995669 -5.388020 -0.05 0.12 0.06 0.253
H 5.707315 -0.155724 -4.137017 -0.03 -0.03 -0.03 0.306
H 4.807356 1.332150 -4.352729 -0.09 -0.02 -0.06 0.365
H 1.829126 -1.460934 -6.760559 -0.12 -0.09 -0.06 0.324
H 1.682293 -2.837347 -7.843010 0.10 -0.14 0.09 0.410
H 2.546879 -1.448828 -8.402953 0.04 0.18 0.14 0.281
H 2.564171 -3.907251 -5.604240 0.02 -0.09 0.05 0.371
H 4.174370 -4.460215 -6.058102 0.00 0.04 0.04 0.299
H 2.860310 -4.619529 -7.206160 -0.03 0.17 -0.14 0.379
H 7.710105 -0.868835 -6.834080 0.06 -0.02 -0.09 0.307
H 7.760168 -1.989829 -8.210431 -0.07 0.03 -0.04 0.321
H 7.416945 -2.599922 -6.598305 -0.05 0.04 0.00 0.312
H 6.028295 0.365278 -8.320874 -0.06 -0.02 0.07 0.281
H 4.502785 -0.439191 -8.722088 -0.06 -0.07 0.17 0.195
H 5.981216 -0.988449 -9.469304 0.06 -0.02 0.05 0.361
O -5.096857 9.367141 1.177982 1.80 -1.00 -2.64 -0.795
P -3.954888 8.748307 1.917279 -1.01 0.35 5.61 0.551
N -4.715701 7.436214 2.732138 -0.14 0.57 0.23 0.154
C -4.899553 7.155938 4.137420 0.28 -0.18 0.19 -0.914
C -5.301640 6.425079 1.868798 0.23 0.03 -0.40 -1.047
N -3.516678 10.095990 2.931217 -0.12 0.09 0.45 0.201
C -3.740687 10.144129 4.367434 0.15 -0.18 0.13 -1.148
C -3.842348 11.395429 2.346252 -0.17 -0.05 -0.23 -1.032
N -2.346649 8.109247 1.919567 -0.25 0.62 -3.64 0.181
C -1.877524 7.594751 0.630705 -0.11 -0.09 -0.12 -1.062
C -1.771347 7.372913 3.013530 -0.29 -0.21 0.50 -0.764
H -4.406990 6.215449 4.421219 -0.06 -0.02 0.00 0.307
H -5.963910 7.057669 4.385251 -0.01 0.01 -0.07 0.307
H -4.494298 7.927311 4.782320 0.04 -0.07 -0.12 0.269
H -4.587939 5.623450 1.633864 -0.10 -0.08 0.06 0.206
H -5.638434 6.862423 0.926750 0.03 0.04 0.02 0.313
H -6.177709 5.973555 2.337689 0.02 0.05 0.10 0.386
H -4.761897 9.864356 4.652349 0.02 0.12 0.09 0.368
H -3.572928 11.157801 4.733355 0.00 0.07 -0.17 0.410
H -3.021459 9.529718 4.915858 -0.15 -0.18 -0.02 0.290
H -4.889742 11.679826 2.507713 0.00 0.02 -0.05 0.321
H -3.662324 11.400809 1.273855 -0.03 -0.03 0.00 0.325
H -3.200344 12.160947 2.787561 0.04 -0.09 0.11 0.384
H -2.256709 6.582412 0.430123 0.14 -0.02 -0.04 0.318
H -0.786137 7.561516 0.598223 -0.01 0.00 0.10 0.312
H -2.202729 8.241907 -0.188141 -0.04 0.01 0.07 0.376
H -1.963725 6.292448 2.949416 -0.07 0.05 -0.01 0.196
H -2.105765 7.718047 3.989615 -0.16 0.09 -0.07 0.176
H -0.689365 7.526090 2.987440 -0.01 -0.02 -0.09 0.392
```
Forces are in eV/Å.

LUMO energy, eV: 1.99
E_tot, Eh: -10644.8478
HOMO level, eV: -4.9
Energy above the lowest of the compared OMol25 structures with the same formula, charge and spin, kJ/mol: 0.0
Strongest force on any atom, eV/Å: 5.8
Charge: -1
Orbital gap, Eh: 0.2524